DFT (ωB97M-V/def2-TZVPD) results for a 5-piece molecular cluster, C38H35Cl2I2O10P overall.

## Properties
- gap between HOMO and LUMO (Eh) = 0.2546
- HOMO energy (eV) = -8.64
- total energy (eV) = -110978.0569
- lowest unoccupied orbital energy (eV) = -1.7
- 2S+1 = 1
- SMILES = CCP(CC)[C@@H]1OC(=O)[C@H](/C(I)=C(/C)I)[C@H]1/C(Cl)=C(\C)Cl.O=C1C=CC(=O)C=C1.O=C1C=CC(=O)C=C1.O=C1C=CC(=O)C=C1.O=C1C=CC(=O)C=C1

Atoms and positions in Å:
C  2.313  2.905  -0.363
C  1.618  1.673  0.252
P  0.094  1.233  -0.688
C  -0.266  -0.470  -0.069
C  -0.217  -1.528  -1.197
C  -1.116  2.316  0.208
O  -1.595  1.705  1.461
C  -2.766  2.333  1.728
O  -3.057  2.764  2.807
C  -3.549  2.423  0.417
C  -4.371  1.156  0.194
I  -3.668  -0.232  -1.228
C  -5.508  0.873  0.842
C  -6.364  -0.364  0.767
I  -6.358  2.274  2.154
C  -2.400  2.735  -0.567
C  -2.450  4.193  -1.063
Cl  -1.125  5.258  -0.723
C  -3.482  4.616  -1.805
C  -4.639  3.730  -2.218
Cl  -3.561  6.240  -2.404
H  1.876  3.837  0.012
H  2.201  2.908  -1.456
H  3.383  2.907  -0.125
H  2.285  0.803  0.211
H  1.366  1.878  1.302
H  0.473  -0.707  0.708
H  -1.242  -0.475  0.436
H  -0.169  -1.054  -2.186
H  0.672  -2.163  -1.097
H  -1.105  -2.170  -1.179
H  -0.536  3.187  0.525
H  -4.236  3.274  0.483
H  -5.936  -1.124  0.109
H  -7.376  -0.108  0.430
H  -6.468  -0.797  1.771
H  -2.419  2.145  -1.489
H  -5.260  3.440  -1.361
H  -4.269  2.813  -2.698
H  -5.272  4.258  -2.935
O  4.773  0.525  0.112
C  5.054  -0.152  1.081
C  5.054  -1.634  1.005
C  5.342  -2.380  2.068
C  5.685  -1.759  3.371
O  5.951  -2.432  4.343
C  5.687  -0.274  3.444
C  5.394  0.472  2.383
H  4.793  -2.064  0.047
H  5.339  -3.462  2.037
H  5.937  0.153  4.407
H  5.387  1.555  2.412
O  -1.257  -6.685  -1.232
C  -0.218  -6.087  -1.058
C  -0.024  -5.203  0.120
C  1.114  -4.542  0.308
C  2.239  -4.663  -0.652
O  3.278  -4.057  -0.483
C  2.050  -5.548  -1.828
C  0.911  -6.209  -2.016
H  -0.860  -5.128  0.805
H  1.275  -3.888  1.158
H  2.887  -5.618  -2.511
H  0.745  -6.859  -2.865
O  -5.348  -0.033  5.678
C  -4.255  -0.442  5.347
C  -3.707  -1.706  5.906
C  -2.510  -2.160  5.543
C  -1.672  -1.422  4.562
O  -0.582  -1.842  4.231
C  -2.218  -0.161  4.004
C  -3.415  0.294  4.369
H  -4.338  -2.225  6.617
H  -2.089  -3.077  5.935
H  -1.589  0.364  3.293
H  -3.827  1.214  3.972
O  1.885  0.866  -3.613
C  2.680  1.174  -4.475
C  2.438  0.849  -5.903
C  3.315  1.187  -6.845
C  4.572  1.903  -6.507
O  5.369  2.211  -7.366
C  4.813  2.226  -5.078
C  3.937  1.889  -4.136
H  1.515  0.328  -6.123
H  3.164  0.962  -7.893
H  5.738  2.745  -4.857
H  4.091  2.108  -3.086